The following is a DFT calculation (wB97M-V/def2-TZVPD) of a cluster of 3 separate species, C2H9NO3 in total.

The orbital gap is 10.60 eV. The value obtained for the HOMO energy is -9.9535 eV. The value obtained for the relative energy (zero: lowest compared OMol25 entry of this formula, charge and spin) is 241.1 kJ/mol. The energy is -362.02302 Eh. The SMILES is CNC=O.O.O.

The geometry in ORCA input format:
```
! wB97M-V def2-TZVPD RIJCOSX def2/J DEFGRID3
* xyz 0 1
C 2.92617 2.14146 -0.22401
N 2.48709 1.11332 -1.09864
H 2.78293 0.92219 -2.01407
C 1.54558 0.28654 -0.75898
H -5.22132 -2.74020 1.00558
O -2.46545 -0.93310 1.32276
O 0.45575 0.48086 -0.21951
H 2.63806 3.13588 -0.42245
H 2.40357 2.17540 0.72821
H 4.00560 2.19634 -0.32904
H -1.69934 -0.60668 0.75063
H 1.90257 -0.65179 -1.01831
O -4.72787 -3.44570 0.65568
H -3.19809 -0.78475 0.69136
H -3.83525 -3.28977 0.93080
*
```

The following is a DFT calculation (wB97M-V/def2-TZVPD) of a cluster of 3 separate species, C2H9NO4 in total.

The orbital gap is 10.50 eV. The value obtained for the HOMO energy is -10.0391 eV. The value obtained for the relative energy (zero: lowest compared OMol25 entry of this formula, charge and spin) is 207.0 kJ/mol. The energy is -437.26855 Eh. The SMILES is O=CNCO.O.O.

The geometry in ORCA input format:
```
! wB97M-V def2-TZVPD RIJCOSX def2/J DEFGRID3
* xyz 0 1
H 1.02049 -2.13448 -1.79008
H 0.15220 -0.10394 1.66789
H 0.28448 4.90522 0.02808
H 0.99427 1.06870 0.08633
H 0.00359 4.17536 -1.30915
H 0.95925 -1.48371 0.96563
N -1.01275 -1.13743 0.22214
O 0.84171 0.04318 -0.32272
C -2.09054 -0.93336 0.95334
C 0.28597 -0.68150 0.75183
H 2.26139 -1.96468 -0.99764
O -2.08240 -0.53110 2.07224
H -0.96602 -1.54802 -0.60655
O 0.41373 4.13380 -0.51296
O 1.88517 -2.54504 -1.72804
H -2.95055 -1.26300 0.51966
*
```

The following is a DFT calculation (wB97M-V/def2-TZVPD) of a cluster of 3 separate species, C2H9NO4 in total.

The orbital gap is 10.58 eV. The value obtained for the HOMO energy is -9.8533 eV. The value obtained for the relative energy (zero: lowest compared OMol25 entry of this formula, charge and spin) is 45.1 kJ/mol. The energy is -437.33025 Eh. The SMILES is CNC(=O)O.O.O.

The geometry in ORCA input format:
```
! wB97M-V def2-TZVPD RIJCOSX def2/J DEFGRID3
* xyz 0 1
H -1.51819 0.65972 0.73054
C -0.73613 3.51450 1.30897
H 5.63284 -2.62265 -3.21422
O -1.57484 3.15599 2.33424
H -1.15737 3.58559 3.09564
N -0.61215 2.54947 0.36445
O -1.02922 -5.18512 0.89774
O 4.81097 -3.04252 -3.47123
H -2.61929 1.92181 0.21382
H -1.91519 -4.87893 0.67110
O -0.17609 4.58235 1.28305
C -1.59999 1.54864 0.10661
H 4.85625 -3.98489 -3.28263
H -0.90018 -5.86684 0.22716
H 0.04482 2.83926 -0.34133
H -1.50625 1.22362 -0.92392
*
```

The following is a DFT calculation (wB97M-V/def2-TZVPD) of a cluster of 3 separate species, C2H9NO4 in total.

The orbital gap (alpha / beta) is 10.93 / 6.04 eV. The expectation value of S² is 0.76. The value obtained for the HOMO energy (alpha / beta) is -14.7091 / -14.7090 eV. The value obtained for the relative energy (zero: lowest compared OMol25 entry of this formula, charge and spin) is 46.6 kJ/mol. The energy is -436.98461 Eh.

The geometry in ORCA input format:
```
! wB97M-V def2-TZVPD RIJCOSX def2/J DEFGRID3
* xyz 1 2
H -1.52660 -1.05704 -0.58682
H 1.74651 1.04489 0.48735
C 0.33988 -0.15450 0.23595
N -1.38672 0.98910 -0.89597
C -1.16081 -0.17421 -0.07274
H -1.16154 0.92674 -1.89288
H -2.28199 -3.49487 -0.71127
H 3.85694 1.83953 0.65101
H -1.67276 -0.03088 0.87971
H 4.60532 3.15808 0.53649
O 3.73812 2.76355 0.50735
H -1.67382 1.93847 -0.67022
O -2.54058 -3.39729 0.20248
H -2.65100 -4.31272 0.44502
O 1.00473 -1.11934 0.33313
O 0.76432 1.08051 0.55141
*
```

The following is a DFT calculation (wB97M-V/def2-TZVPD) of a cluster of 2 separate species, C2H9NOS in total.

The orbital gap is 10.05 eV. The value obtained for the HOMO energy is -9.3037 eV. The value obtained for the relative energy (zero: lowest compared OMol25 entry of this formula, charge and spin) is 48.2 kJ/mol. The energy is -609.75089 Eh. The SMILES is NCCS.O.

The geometry in ORCA input format:
```
! wB97M-V def2-TZVPD RIJCOSX def2/J DEFGRID3
* xyz 0 1
H 3.07478 -0.42244 -5.58785
H -0.99067 0.94643 -0.28276
N -0.19617 0.29764 -0.26011
H 0.09384 0.12333 2.54308
H -2.30758 1.73882 3.27119
H -1.67865 -1.04668 0.39977
H 2.85680 -0.65275 -4.06335
O 3.45124 -0.89282 -4.80984
C -0.92221 0.03237 2.11318
C -0.73633 -0.58238 0.74893
S -1.70323 1.65677 2.06682
H 0.02746 -1.38083 0.81641
H 0.55225 0.78192 0.24785
H -1.52153 -0.59938 2.79667
*
```

The following is a DFT calculation (wB97M-V/def2-TZVPD) of a cluster of 2 separate species, C2H9NOS in total.

The orbital gap is 9.62 eV. The value obtained for the HOMO energy is -9.0686 eV. The value obtained for the relative energy (zero: lowest compared OMol25 entry of this formula, charge and spin) is 38.8 kJ/mol. The energy is -609.75447 Eh. The SMILES is NCCS.O.

The geometry in ORCA input format:
```
! wB97M-V def2-TZVPD RIJCOSX def2/J DEFGRID3
* xyz 0 1
H -0.00908 -1.46190 0.22685
H -0.24906 1.02548 0.53123
S -0.74354 -0.90686 -0.73979
H 0.39472 -2.93254 4.44552
C 0.56910 1.38464 -1.42426
H 0.31885 1.27088 -2.48645
O 0.02086 -2.69353 3.58893
C -0.50682 0.88418 -0.50383
H -1.49774 1.26380 -0.72433
H 1.43877 0.73720 -1.37164
H 1.95572 2.83608 -1.29670
N 0.94426 2.81236 -1.19524
H 0.83997 2.99511 -0.20109
H 0.75741 -2.81693 2.98080
*
```